Entry 1:
The following is a quantum chemistry calculation of a structure of composition C15H38InNO22PS5Si, from the OMol25 dataset.

XYZ file:
```
84
Properties=species:S:1:pos:R:3:forces:R:3
In 2.201400 1.530944 -0.466146 0.24 -0.30 0.10
S -0.099424 -7.656586 -0.159619 0.02 0.18 0.18
S 0.360825 2.096774 -10.901343 0.10 0.33 0.08
S 3.420692 0.527307 -5.187800 0.05 -0.01 -0.46
S -2.662285 -2.275012 7.355846 0.07 0.13 0.28
S -4.035157 2.369950 3.192414 0.51 0.52 -0.10
P 0.631299 3.396461 0.345638 0.06 0.28 -0.65
Si 0.178502 -1.636648 3.028022 -0.58 -0.07 0.50
O 1.174554 3.067983 -11.866467 0.14 0.09 -0.01
O 3.937906 1.682756 -4.573170 0.26 0.42 0.28
O -0.021954 3.190204 -9.810169 -0.14 0.15 0.02
O -4.031026 -2.466784 7.074407 -0.42 -0.16 -0.12
O -0.367879 -7.581076 -1.545941 -0.12 -0.01 -0.43
O -5.271049 2.586514 3.850252 -0.40 -0.02 0.23
O -2.366183 -0.727358 7.592448 0.16 0.07 0.01
O 3.797756 0.635753 -6.748608 -0.22 0.05 -0.12
O 1.273075 1.170379 -10.343766 0.25 -0.34 0.08
O 1.841572 0.632132 -5.368485 -0.09 -0.14 -0.05
O 0.168429 2.847065 1.909906 0.11 -0.86 -0.27
O -1.178983 -6.778536 0.608017 0.00 0.18 -0.07
O -3.905518 3.338713 1.936225 0.00 0.00 -0.10
O -1.653203 -2.796638 6.518813 0.28 -0.17 -0.34
O 0.036728 -8.917625 0.469163 0.08 -0.38 0.15
O -0.823226 1.659403 -11.529946 -0.39 -0.18 -0.17
O 0.234181 -1.847958 1.403802 0.63 0.04 -0.34
O 3.726406 -0.771731 -4.726427 0.04 -0.35 0.27
O -2.887884 3.033049 4.067656 -0.21 0.03 0.20
O -2.397314 -2.751736 8.860259 -0.10 0.13 0.21
O 1.171566 -6.781743 0.208731 0.12 0.10 0.15
O -3.651784 1.075891 2.778534 -0.12 -0.46 -0.12
N 1.695119 4.698843 0.767028 -0.49 0.13 0.33
C -3.130066 4.497853 2.281091 -0.06 0.25 0.15
C 1.161996 -0.204626 3.705524 0.29 -0.29 0.07
C 0.795215 4.360534 -9.973440 0.18 0.01 0.09
C 0.699296 -3.169913 3.963465 0.11 0.10 0.13
C -1.600788 -1.300426 3.436785 0.35 0.31 -0.37
C 1.001935 4.438495 -11.471386 -0.13 0.12 -0.06
C -2.241627 -0.440202 8.989758 -0.15 0.06 0.12
C -2.121823 3.973057 3.278381 0.09 0.07 -0.11
C 0.930698 -0.300545 -0.383800 -0.05 -0.02 -0.03
C 1.361260 -1.332098 0.636558 -0.12 -0.16 -0.09
C 0.759456 -5.487312 0.701495 -0.12 0.22 -0.19
C 1.529201 1.130516 -6.672189 -0.03 0.26 -0.09
C -1.698327 -1.726045 9.578400 0.20 -0.02 -0.02
C -0.527442 -5.790423 1.429211 -0.02 0.03 0.39
C 2.615083 0.554076 -7.556076 0.01 -0.19 0.00
H -1.569730 0.403517 9.117090 0.03 0.01 -0.13
H -2.249064 -2.163434 3.315341 -0.16 -0.04 0.13
H 1.524862 -5.084281 1.356331 0.12 -0.13 -0.03
H 0.770067 0.773132 3.445193 0.02 0.15 -0.10
H -1.169183 -4.920564 1.532042 -0.10 -0.04 -0.14
H -1.673586 -0.875478 4.435640 -0.19 -0.15 0.17
H 1.773843 -3.346402 3.977184 0.11 -0.10 -0.12
H 0.534034 0.797771 -6.951560 -0.02 -0.08 0.12
H 1.175517 5.569308 0.733288 0.16 -0.03 0.16
H 2.218445 -0.252822 3.447448 0.08 0.15 -0.11
H -0.338972 -6.228564 2.410760 0.00 0.00 0.00
H -1.912489 -0.521504 2.738018 -0.21 -0.09 0.04
H -3.795961 5.242619 2.722943 -0.03 0.01 -0.02
H -1.908881 -1.831904 10.638471 -0.09 -0.10 -0.01
H 2.420209 -0.491510 -7.801173 -0.02 0.01 -0.01
H 2.082381 4.597172 1.702353 0.30 -0.07 -0.23
H -0.023625 1.898836 1.768727 0.19 0.42 0.29
H 2.115581 -0.945645 1.324840 -0.02 0.03 0.11
H 0.266898 5.217703 -9.568279 -0.12 -0.07 0.03
H -0.626965 -1.832003 9.398334 0.00 0.02 0.00
H -0.108966 -0.043567 -0.181367 -0.13 0.15 0.09
H 0.599192 -4.813050 -0.139612 0.02 0.00 -0.01
H -1.733121 4.746425 3.934487 -0.13 0.00 0.18
H 1.113361 -0.304453 4.791939 -0.10 0.05 0.13
H -3.226959 -0.195718 9.390385 0.00 -0.01 0.01
H 0.127666 4.845020 -11.981489 -0.01 0.00 0.02
H -1.294736 3.456128 2.793228 -0.15 0.07 0.03
H 0.919693 -0.773168 -1.364511 -0.05 0.07 -0.19
H 3.579533 1.243486 0.627357 -0.13 0.09 0.06
H 0.379597 -3.022120 4.996209 -0.01 -0.06 0.09
H 1.561365 2.222581 -6.649390 0.00 -0.01 -0.02
H -2.664760 4.893101 1.383131 0.00 -0.15 -0.11
H 1.821873 -2.175135 0.119026 0.07 -0.19 0.06
H 1.888988 4.999598 -11.749118 0.07 -0.11 -0.05
H 2.760088 1.120992 -8.467673 0.13 0.03 0.00
H 1.735480 4.217096 -9.438659 0.01 0.00 -0.01
H 0.178242 -4.053668 3.598506 0.02 -0.13 -0.05
H 2.718874 1.876872 -2.088493 -0.08 0.13 -0.08
```
Positions in Å, forces in eV/Å.

Results
- charge = -1
- E_HOMO (eV) = -3.752
- LUMO (Ha) = 0.0549

Entry 2:
The following is a quantum chemistry calculation of a cluster of 3 separate species, C15H38N2O4PS2 in total at a distorted geometry, from the OMol25 dataset.

XYZ file:
```
62
Properties=species:S:1:pos:R:3:forces:R:3
S -0.806852 0.305974 -2.236875 -0.41 -0.07 0.79
S 3.230503 -3.105049 -3.742302 -0.10 0.01 0.06
P -1.562108 0.997388 3.456779 -0.05 0.11 1.02
O 3.737333 -3.701028 -4.960524 -0.40 0.20 0.16
O 1.880779 -2.588151 -3.635004 0.60 -0.46 -0.61
O 0.523413 0.877383 -2.232299 -0.31 -0.05 0.04
O -1.673973 0.350313 -1.076450 0.58 0.17 -0.58
N -2.939245 3.326705 2.467712 0.23 1.46 0.99
N -0.880744 1.434852 1.880710 1.15 -0.98 -1.22
C -1.365875 -0.014417 -4.769393 0.09 0.00 -0.24
C 1.724303 1.325045 2.155460 -0.25 -0.30 0.90
C -0.700597 -1.376794 -2.827351 0.11 -0.53 -0.07
C 4.960235 -2.350146 -1.873980 0.08 0.13 0.38
C -3.171410 0.271864 2.747199 -3.04 -1.35 0.02
C 3.519880 -4.237345 -2.397021 0.04 -0.41 0.40
C 0.346904 0.642629 1.501671 0.53 1.65 -2.04
C 4.384096 -1.853758 -3.199021 0.36 0.61 0.11
C -1.452677 -1.411452 -4.156728 -0.16 -0.25 -0.16
C -4.500448 0.532778 3.729385 -0.53 -0.39 -0.88
C 2.278770 0.373815 3.382533 -0.67 -0.13 -0.39
C -2.816861 4.833921 2.388096 -1.04 0.77 -0.49
C -2.341288 2.755525 3.733790 0.26 1.27 0.58
C -1.693918 0.951917 -3.640972 -0.22 0.30 -0.52
C 4.910359 -3.877120 -1.895469 0.27 -0.10 0.03
H 1.389537 -0.365419 3.677895 2.02 1.63 -0.52
H 4.349181 -1.976951 -1.043152 0.09 -0.05 -0.14
H -4.211255 0.877278 4.809376 -0.48 -0.53 -2.14
H -1.038413 -2.172853 -4.824973 -0.02 0.09 0.13
H 2.763010 -4.046505 -1.630358 0.05 0.01 -0.16
H -2.550255 5.189855 1.289274 -0.49 -0.73 2.12
H 2.529166 1.037347 4.314137 -0.21 -1.44 -1.74
H -1.579603 1.514368 1.113822 1.07 -0.32 0.78
H -3.073235 2.745575 4.661022 1.09 0.11 -1.70
H -1.007489 -0.356267 3.429325 0.43 -0.21 -0.16
H 0.276822 -0.511705 1.677399 0.25 1.92 0.13
H 0.356473 -1.623667 -2.958984 -0.44 0.25 0.14
H -0.347941 0.166413 -5.134838 -0.12 0.01 0.05
H 5.104060 -4.303741 -0.906984 -0.04 0.04 -0.16
H -3.491903 0.658928 1.692098 0.64 -0.82 1.71
H 3.858555 -0.903113 -3.078193 -0.03 -0.19 -0.18
H 5.979395 -1.980612 -1.723469 -0.19 -0.02 -0.03
H 3.444476 -5.266564 -2.751996 -0.12 0.18 -0.10
H -2.504356 -1.667050 -3.979032 0.11 0.06 -0.03
H -2.041360 0.677351 4.798133 -0.23 -0.26 0.38
H 5.670227 -4.262156 -2.585966 -0.11 -0.01 0.08
H -2.053736 0.103062 -5.611814 0.10 0.01 0.08
H -1.375420 1.975463 -3.845656 -0.01 -0.09 0.22
H -5.203094 1.312853 3.162597 1.32 -1.44 1.58
H -3.929051 3.026848 2.323349 1.26 0.50 0.46
H -1.424595 3.441946 4.068305 -1.90 -1.36 -0.89
H 1.449571 2.371179 2.660481 0.40 -2.30 -1.49
H 3.194975 -0.259814 3.008608 -1.61 1.17 0.97
H -5.143859 -0.463163 3.834119 1.28 2.05 -0.19
H -0.336329 1.486413 4.071464 0.33 -0.01 0.16
H 2.571561 1.487654 1.330539 -1.82 -0.37 1.73
H -1.151291 -2.048712 -2.092558 0.14 0.27 0.05
H -2.024560 5.306509 3.108936 -1.43 -1.28 -1.33
H -3.063724 -0.916820 2.713970 0.00 2.50 -0.20
H 5.161502 -1.755458 -3.961679 -0.22 -0.10 0.01
H -2.761247 0.929912 -3.401452 0.17 0.01 0.07
H 0.481309 0.782901 0.323847 -0.32 -0.38 2.53
H -3.857684 5.323869 2.662459 1.92 -0.56 -0.48
```
Positions in Å, forces in eV/Å.

Results
- charge = -1
- E_HOMO (eV) = -2.882
- relative energy (zero: lowest compared OMol25 entry of this formula, charge and spin) (eV) = 3.131
- LUMO (Ha) = 0.0747

Entry 3:
The following is a quantum chemistry calculation of a cluster of 3 separate species, C15H38N2O6P2 in total, from the OMol25 dataset.

XYZ file:
```
63
Properties=species:S:1:pos:R:3:forces:R:3
P -2.340447 -0.710845 2.961959 -0.20 -0.05 0.21
P -0.679261 -1.673432 1.651626 0.33 -0.21 -0.15
O -2.785754 -1.551734 4.090642 0.01 0.15 -0.15
O 0.705691 3.677241 -3.348478 0.11 -0.15 -0.03
O -1.128741 -5.098753 9.253649 0.00 -0.01 0.00
O 1.951146 -0.787521 -5.087934 0.01 -0.04 -0.04
O -3.591082 -0.319567 1.982567 0.03 0.03 -0.10
O -1.825770 0.763181 3.421445 -0.04 0.11 -0.18
N -1.734101 -3.254740 8.078601 -0.01 0.01 0.00
N 1.908582 1.295305 -5.980871 0.03 0.00 -0.01
C 1.090103 -0.641150 -1.904421 0.05 -0.10 0.16
C -0.516793 2.201505 -1.885859 0.09 0.06 0.04
C 1.639472 -0.356300 -0.492969 0.09 0.09 -0.09
C 1.466012 0.029879 -5.846962 -0.08 0.07 0.11
C -0.529764 3.504565 -2.671347 -0.19 0.04 -0.06
C -0.832274 -2.412412 8.841480 -0.01 -0.01 -0.01
C 1.405131 4.866378 -3.059063 -0.02 0.08 0.02
C -0.672727 0.982038 -2.786467 -0.03 -0.02 -0.05
C 1.283685 2.241258 -6.878320 -0.03 0.03 0.03
C -1.788413 -4.564674 8.381088 0.00 -0.01 0.00
C 3.035607 1.719542 -5.169080 0.00 -0.01 0.02
C 0.633027 -2.478972 0.562835 -0.03 0.00 -0.12
C -0.409264 -0.357114 -2.094964 0.08 -0.01 -0.03
C 1.882023 -1.626161 0.330295 -0.10 0.00 -0.03
C -2.536916 -2.662997 7.024453 0.07 0.00 0.06
H 0.969209 0.333454 0.032293 0.03 -0.05 0.00
H 2.336412 -1.368623 1.295113 -0.02 0.02 -0.05
H -2.408736 1.468371 3.108464 0.07 -0.10 0.17
H 1.110945 5.679601 -3.733714 -0.02 -0.02 0.06
H -1.330848 3.478297 -3.421748 0.00 0.03 0.06
H 1.294367 -1.687780 -2.147221 0.03 0.07 -0.06
H 0.911629 -3.430420 1.028427 -0.03 0.04 0.00
H 0.197827 -2.756819 8.741926 0.00 0.00 0.00
H 0.433732 2.154370 -1.343726 -0.05 0.00 0.01
H -1.699092 -1.825951 0.663961 0.00 0.04 0.05
H -2.501465 -5.122602 7.750723 0.00 0.00 0.00
H -0.730824 4.356571 -2.012668 0.09 -0.03 -0.01
H 2.618058 -2.228116 -0.213262 0.02 0.01 0.12
H 0.169884 -2.728219 -0.399217 0.00 0.01 0.06
H 1.236093 5.190057 -2.025949 0.05 -0.02 -0.04
H 0.589280 -0.191760 -6.478728 0.04 -0.02 -0.05
H -3.321843 -0.104558 1.079191 -0.06 -0.04 0.13
H -0.909681 -0.381588 -1.115783 -0.07 0.04 -0.10
H -3.142431 -3.433396 6.551608 0.00 0.01 -0.02
H 2.802154 1.623397 -4.107939 -0.02 0.04 0.00
H -1.315558 2.225764 -1.134135 0.02 -0.04 -0.05
H 2.594994 0.170484 -0.571857 -0.04 -0.01 0.02
H 3.255825 2.760796 -5.393248 0.00 0.00 0.01
H 0.072898 -0.482637 1.832528 -0.06 0.02 0.04
H 0.029311 1.078702 -3.623061 -0.07 -0.03 0.02
H -3.203761 -1.899691 7.430433 -0.02 0.00 -0.03
H -0.603580 -2.637142 2.681827 -0.04 0.01 0.02
H 0.891934 3.098978 -6.327353 0.00 -0.01 0.03
H 0.456566 1.754893 -7.393087 0.00 0.00 -0.01
H -0.909551 -1.392875 8.470247 0.01 0.00 0.00
H -1.677563 0.986723 -3.224252 0.01 0.05 0.06
H 3.914359 1.109019 -5.378393 0.00 -0.01 -0.02
H -1.086064 -2.432362 9.902038 -0.01 0.00 0.00
H 1.646468 -0.065117 -2.645819 -0.01 -0.06 0.03
H 1.993207 2.600034 -7.626888 0.00 -0.01 -0.01
H -0.867828 -1.150225 -2.690978 0.06 0.01 0.01
H 2.470625 4.671324 -3.189175 -0.04 0.01 -0.03
H -1.916126 -2.205476 6.255516 -0.04 -0.02 0.00
```
Positions in Å, forces in eV/Å.

Results
- SMILES = COCCCCCCCC[PH3]P(=O)(O)O.CN(C)C=O.CN(C)C=O
- charge = 0
- E_HOMO (eV) = -8.429
- LUMO (Ha) = 0.0015

Entry 4:
The following is a quantum chemistry calculation of a cluster of 8 separate species, C15H39BN14O13 in total at a distorted geometry, from the OMol25 dataset.

XYZ file:
```
82
Properties=species:S:1:pos:R:3:forces:R:3
O -1.538509 -2.875674 -2.273542 0.24 -0.26 0.38
O 1.188733 -3.056940 2.123434 0.03 0.00 -0.05
O -2.068721 5.156436 -1.529553 -0.03 -0.07 -0.16
O -3.868626 -5.365210 0.417740 1.61 -2.88 -5.14
O -0.665534 -5.203180 -4.639332 -0.72 -1.73 0.55
O 1.894326 7.018572 -2.261291 -0.09 -0.08 -0.02
O 0.247988 2.493787 3.115067 0.22 0.23 -0.14
O 0.345636 -0.293251 -1.533581 0.04 0.65 0.11
O 0.013696 -7.457933 -3.889620 -0.60 2.23 1.59
O 2.811656 3.925207 -0.509598 0.10 -0.01 0.12
O -4.170007 -6.761393 -1.552789 -0.94 1.88 -0.59
O -0.710662 1.035110 6.847764 -0.04 -0.04 -0.14
O -4.295591 -6.583056 -3.978872 2.07 -0.27 5.42
N 1.102997 1.818326 -1.223371 0.12 0.02 0.42
N -0.862547 0.610062 3.712249 0.11 -0.11 0.70
N -0.873015 1.454321 -2.302402 -0.65 -0.08 -0.32
N -0.163798 5.310013 -0.318657 0.39 0.07 -0.39
N -0.476347 1.067744 1.514765 0.05 0.28 -0.50
N 4.723887 4.075450 0.690927 0.76 0.22 -0.33
N 2.426064 7.102644 -4.458951 0.77 -0.01 -0.35
N -1.329653 -0.602485 8.280422 0.30 -0.70 0.02
N 0.244298 7.217052 -3.796675 -0.66 0.08 0.17
N 3.320918 -2.488460 1.619052 0.63 -0.52 -0.32
N 1.898403 -0.945250 2.515565 -0.26 0.35 0.30
N -2.349024 1.437493 8.354350 -0.37 0.66 0.08
N 2.813498 3.293540 1.666851 -0.44 -0.29 -0.05
N -2.073363 4.518626 0.644633 -0.68 -0.31 0.39
C -3.685606 -6.550105 -2.878066 1.26 0.45 -2.59
C 0.201318 0.915430 -1.678169 0.18 -0.03 -0.17
C -1.472717 5.005221 -0.469098 0.14 0.13 0.02
C 2.077892 -2.217462 2.088676 -0.33 -0.03 0.05
C -0.429626 -2.879314 -1.341118 1.95 0.24 -0.82
C 3.410050 3.774071 0.547776 -0.17 0.04 -0.02
C 1.544035 7.107095 -3.429489 -0.07 0.00 0.28
C -3.444583 -5.884804 -0.643762 0.64 0.90 1.51
C -1.999949 -5.826758 -1.324916 -0.24 -0.21 -1.14
C -0.327482 1.456207 2.800243 -0.42 -0.16 -0.18
C -1.232040 -5.520473 -5.952312 -0.98 -0.37 -0.37
C -2.107141 -6.222755 -2.685403 -1.18 0.20 3.48
C 0.224315 -4.320458 -1.075618 0.07 0.45 0.81
C -1.417427 0.648369 7.767905 0.10 0.05 -0.15
C -0.760488 -5.401438 -0.416380 -0.04 -0.37 -0.41
B -0.884613 -6.339996 -3.741423 0.72 0.91 -1.59
H -2.337205 -5.818528 -5.757011 1.76 0.20 -0.73
H -0.942609 0.222984 1.234169 0.08 0.03 -0.04
H -1.263806 -4.630888 -6.667329 0.34 -0.92 1.41
H 0.400874 -2.236712 -1.824375 -1.30 -1.30 1.10
H 1.003117 2.813933 -1.329661 0.26 0.04 0.03
H -0.063226 7.290387 -4.749315 0.04 -0.04 0.10
H -1.602193 4.386869 1.522661 0.04 -0.03 -0.07
H 3.493929 -3.425052 1.291831 -0.01 0.21 0.06
H -1.234038 -3.019999 -3.195816 0.08 0.00 1.05
H 1.833907 3.057058 1.604599 0.05 0.03 0.43
H -1.567990 0.814932 -2.654132 0.13 0.11 0.08
H -0.702774 -2.312139 -0.369747 0.10 -1.30 -1.65
H 4.063816 -1.814549 1.581810 -0.11 -0.04 -0.01
H -0.772769 0.863109 4.686474 -0.02 -0.08 0.14
H -1.009662 2.442421 -2.430056 0.01 -0.01 0.06
H -0.628651 -6.347025 -6.461457 -0.96 0.97 0.76
H -1.147127 -5.030103 0.608596 0.54 -0.47 -1.82
H 5.202990 4.435974 -0.118530 -0.10 -0.04 0.18
H 3.402582 7.022134 -4.226187 -0.21 0.00 -0.06
H -1.899979 -0.939150 9.034821 0.05 0.06 -0.07
H 0.987073 -0.704956 2.871791 0.23 0.04 0.01
H 3.288832 3.164226 2.541642 -0.12 0.08 -0.03
H -1.336608 -0.242617 3.472334 -0.03 0.11 -0.07
H 5.233894 3.959963 1.547712 -0.10 0.03 -0.06
H -3.049014 4.279267 0.572675 0.21 0.04 0.03
H 0.764649 -4.689517 -2.029422 -1.13 0.38 1.28
H 2.159496 7.174056 -5.423998 -0.01 -0.01 0.11
H 0.343078 5.193247 0.540550 0.00 0.00 -0.08
H -2.444267 2.375862 8.000500 0.01 -0.18 0.08
H 0.877653 -7.131807 -3.519332 -0.87 -0.62 -0.85
H -0.090016 1.671732 0.804805 -0.08 -0.23 -0.07
H 1.916911 1.457727 -0.752340 -0.06 0.19 -0.20
H -0.141598 -6.356763 -0.197851 -1.09 1.40 -0.37
H 0.319214 5.675604 -1.126759 0.27 0.08 0.22
H -0.647443 -1.219881 7.870243 -0.14 0.11 0.10
H -0.443499 7.223376 -3.059038 0.02 -0.08 -0.18
H 1.074140 -4.147392 -0.303714 -1.42 -0.24 -1.19
H -2.938679 1.139607 9.110183 0.08 0.01 -0.07
H 2.614357 -0.241771 2.495243 -0.09 -0.05 -0.03
```
Positions in Å, forces in eV/Å.

Results
- SMILES = COB(O)C1=C(CCCO)C(=O)OC1=O.NC(N)=O.NC(N)=O.NC(N)=O.NC(N)=O.NC(N)=O.NC(N)=O.NC(N)=O
- charge = 0
- E_HOMO (eV) = -9.067
- LUMO (Ha) = -0.0135